Entry 1:
The following is a DFT calculation (the ωB97M-V functional and the def2-TZVPD basis) of a 2-piece molecular cluster, C9H14 overall at a distorted geometry.

Its net charge is 0. As for the frontier orbital gap: 9.9 eV. As for the SMILES: Cc1ccccc1.CC. As for the relative energy (zero: lowest compared OMol25 entry of this formula, charge and spin): 1.2166 eV. Its multiplicity is 1.

Element x y z (Å)
C  2.429  1.173  1.042
C  1.097  0.459  1.052
C  1.160  -0.927  1.015
C  0.060  -1.691  1.317
C  -1.141  -0.962  1.652
C  -1.271  0.415  1.608
C  -0.116  1.096  1.192
H  3.099  0.870  1.855
H  2.403  2.314  1.204
H  2.818  1.006  0.033
H  2.152  -1.389  0.912
H  -0.025  -2.773  1.474
H  -1.967  -1.509  2.080
H  -2.186  0.952  1.777
H  -0.135  2.163  1.370
C  -1.279  0.010  -3.202
C  -0.789  -0.230  -1.792
H  -0.563  0.606  -3.760
H  -1.373  -0.939  -3.695
H  -2.182  0.593  -3.057
H  -1.304  -1.201  -1.579
H  -1.154  0.369  -0.947
H  0.266  -0.403  -1.552

Atomic partial charges in e from the natural (NBO) method, atoms 1 to 2: -0.6333 -0.0299

***

Entry 2:
The following is a DFT calculation (the ωB97M-V functional and the def2-TZVPD basis) of a 2-piece molecular cluster, C12H27N2O5P overall at a distorted geometry.

Its net charge is 0. As for the frontier orbital gap: 3.3 eV. As for the relative energy (zero: lowest compared OMol25 entry of this formula, charge and spin): 0.0000 eV. Its multiplicity is 1.

Element x y z (Å)
O  1.504  -2.629  1.180
P  0.630  -2.870  0.040
N  -0.274  -4.453  0.291
O  -0.444  -5.232  -0.875
C  -1.626  -4.327  0.917
C  -2.576  -3.343  0.216
C  -3.888  -3.986  -0.199
O  -4.928  -3.644  0.292
O  -3.887  -4.927  -1.174
H  1.385  -3.033  -1.151
H  -0.264  -1.760  -0.167
H  0.298  -5.006  0.939
H  0.314  -5.094  -1.464
H  -1.465  -3.995  1.936
H  -2.037  -5.330  0.965
H  -2.838  -2.571  0.921
H  -2.139  -2.894  -0.670
H  -3.024  -5.355  -1.217
C  3.007  2.595  0.993
C  1.517  2.218  1.086
C  0.684  3.497  1.234
C  0.591  4.357  -0.029
C  0.715  3.537  -1.321
C  0.360  2.052  -1.173
N  1.208  1.477  -0.145
O  0.986  0.123  0.057
C  0.704  1.386  -2.506
C  -1.151  1.898  -0.937
C  1.323  1.421  2.371
H  3.621  1.697  0.922
H  3.336  3.158  1.877
H  3.211  3.209  0.115
H  -0.330  3.228  1.544
H  1.081  4.103  2.054
H  -0.362  4.893  -0.019
H  1.364  5.129  -0.017
H  0.098  3.996  -2.099
H  1.743  3.612  -1.685
H  1.779  1.426  -2.687
H  0.202  1.897  -3.334
H  0.393  0.341  -2.523
H  -1.715  2.344  -1.763
H  -1.486  2.382  -0.018
H  -1.433  0.846  -0.881
H  1.620  2.029  3.230
H  1.931  0.518  2.383
H  0.279  1.135  2.508

Atomic partial charges in e from the natural (NBO) method, atoms 1 to 2: -1.0028 1.5009

***

Entry 3:
The following is a DFT calculation (the ωB97M-V functional and the def2-TZVPD basis) of an isolated ion of composition C2H5N2S2 and charge +1.

Its net charge is +1. As for the frontier orbital gap: 9.5 eV. As for the SMILES: [NH2+]=C/N=C/SS. As for the relative energy (zero: lowest compared OMol25 entry of this formula, charge and spin): 0.3981 eV. Its multiplicity is 1.

Element x y z (Å)
N  0.657  1.066  -1.154
C  0.533  1.045  0.151
N  -0.096  0.143  0.826
C  -1.206  -0.417  1.091
S  -1.688  -1.834  1.931
S  -0.238  -3.154  2.590
H  0.165  0.406  -1.743
H  1.274  1.723  -1.604
H  1.105  1.769  0.725
H  -2.138  0.104  0.855
H  -0.330  -3.984  1.544

Atomic partial charges in e from the natural (NBO) method, atoms 1 to 2: -0.6970 0.3963

***

Entry 4:
The following is a DFT calculation (the ωB97M-V functional and the def2-TZVPD basis) of C5H11O4Tl as an isolated structure at a distorted geometry.

Its net charge is 0. As for the frontier orbital gap: 8.9 eV. As for the relative energy (zero: lowest compared OMol25 entry of this formula, charge and spin): 0.0000 eV. Its multiplicity is 1.

Element x y z (Å)
O  -0.212  0.317  1.079
C  -0.850  0.695  -0.009
O  -1.811  0.119  -0.499
O  -0.387  1.861  -0.420
C  -0.984  2.413  -1.598
H  -0.463  3.356  -1.779
H  -0.845  1.730  -2.446
H  -2.055  2.589  -1.435
C  -0.497  -1.002  1.584
H  -1.583  -1.111  1.700
H  -0.143  -1.722  0.831
C  0.226  -1.163  2.897
H  1.308  -1.026  2.768
H  -0.140  -0.441  3.638
H  0.048  -2.176  3.282
Tl  -1.233  -1.662  -1.729
O  0.675  -0.952  -1.939
C  1.930  -0.557  -1.573
H  2.713  -0.770  -2.339
H  2.002  0.541  -1.374
H  2.302  -1.040  -0.636

Atomic partial charges in e from the Mulliken method, atoms 1 to 2: -0.3039 1.0706

***

Q: What is the relative energy (zero: lowest compared OMol25 entry of this formula, charge and spin) in the first record?
A: 1.2166 eV